1.
{"formula": "C32H44InN6O4PSe2", "method": "the ωB97M-V functional and the def2-TZVPD basis", "elements": ["In", "C", "C", "C", "C", "C", "C", "C", "C", "C", "C", "C", "C", "C", "C", "C", "N", "H", "H", "H", "H", "H", "H", "H", "H", "H", "H", "O", "C", "C", "C", "O", "C", "Se", "C", "Se", "H", "H", "H", "H", "H", "H", "H", "H", "H", "H", "N", "C", "O", "C", "C", "C", "N", "C", "C", "H", "H", "H", "H", "H", "H", "C", "N", "C", "P", "O", "N", "C", "C", "N", "C", "C", "H", "H", "H", "H", "H", "H", "H", "H", "H", "H", "H", "H", "H", "H", "H", "H", "H", "H"], "xyz": [[0.909, -0.608, 0.490], [-0.537, 0.063, 4.648], [-0.496, 1.443, 4.779], [-0.064, 2.223, 3.717], [0.325, 1.625, 2.517], [0.273, 0.235, 2.368], [-0.152, -0.528, 3.450], [0.751, 2.460, 1.362], [1.101, 3.830, 1.522], [1.420, 4.575, 0.432], [1.404, 3.986, -0.853], [1.698, 4.700, -2.036], [1.680, 4.067, -3.247], [1.371, 2.693, -3.321], [1.079, 1.980, -2.192], [1.084, 2.614, -0.928], [0.774, 1.888, 0.181], [-0.863, -0.552, 5.478], [-0.798, 1.914, 5.705], [-0.063, 3.299, 3.830], [-0.172, -1.610, 3.362], [1.128, 4.267, 2.508], [1.695, 5.619, 0.534], [1.941, 5.753, -1.965], [1.909, 4.614, -4.152], [1.374, 2.197, -4.283], [0.847, 0.923, -2.243], [4.628, -5.333, -1.173], [4.903, -4.023, -0.689], [3.602, -3.223, -0.557], [2.974, -3.087, -1.944], [3.825, -2.462, -2.892], [3.997, -1.879, 0.095], [3.190, -0.222, -0.604], [2.661, -4.006, 0.364], [0.892, -3.226, 0.786], [5.406, -5.658, -1.634], [5.564, -3.487, -1.375], [5.386, -4.080, 0.295], [2.034, -2.541, -1.857], [2.763, -4.088, -2.324], [3.837, -1.521, -2.661], [5.072, -1.714, 0.010], [3.767, -1.917, 1.159], [3.163, -4.183, 1.315], [2.444, -4.976, -0.080], [-7.182, 3.361, 1.260], [-6.293, 3.839, 0.352], [-6.611, 4.636, -0.507], [-4.880, 3.322, 0.448], [-3.924, 3.923, -0.361], [-2.620, 3.459, -0.305], [-2.232, 2.456, 0.479], [-3.144, 1.896, 1.263], [-4.476, 2.287, 1.282], [-8.113, 3.739, 1.235], [-6.908, 2.798, 2.042], [-4.214, 4.731, -1.018], [-1.850, 3.901, -0.932], [-2.790, 1.096, 1.906], [-5.160, 1.764, 1.938], [-3.415, -1.629, 0.814], [-3.424, -1.391, -0.619], [-4.703, -1.632, -1.260], [-2.034, -1.332, -1.512], [-0.973, -0.807, -0.596], [-1.830, -2.818, -2.196], [-2.189, -4.024, -1.450], [-0.650, -3.038, -3.035], [-2.218, -0.350, -2.815], [-2.782, -0.744, -4.095], [-2.141, 1.091, -2.625], [-4.094, -0.930, 1.311], [-2.415, -1.484, 1.216], [-3.747, -2.647, 1.048], [-5.442, -0.901, -0.921], [-5.083, -2.634, -1.029], [-4.614, -1.548, -2.342], [-3.080, -3.852, -0.849], [-1.370, -4.342, -0.799], [-2.412, -4.817, -2.167], [-0.321, -2.105, -3.492], [-0.899, -3.745, -3.830], [0.168, -3.444, -2.437], [-2.908, -1.822, -4.145], [-2.119, -0.431, -4.906], [-3.755, -0.265, -4.252], [-1.670, 1.316, -1.671], [-3.140, 1.542, -2.641], [-1.546, 1.541, -3.423]], "molar_mass_g_mol": 880.45, "e_homo_ev": -7.3, "spin_multiplicity": 1, "gap_ev": 7.2}

---

2.
{"formula": "C23H20ClNO5", "method": "the ωB97M-V functional and the def2-TZVPD basis", "elements": ["O", "O", "Cl", "N", "O", "O", "O", "C", "C", "C", "C", "C", "C", "C", "C", "C", "C", "C", "C", "C", "C", "C", "C", "C", "C", "C", "C", "C", "C", "C", "H", "H", "H", "H", "H", "H", "H", "H", "H", "H", "H", "H", "H", "H", "H", "H", "H", "H", "H", "H"], "xyz": [[3.291, 0.410, 0.175], [2.338, 0.293, 3.803], [3.350, -0.766, -5.634], [-1.020, -0.841, 0.268], [2.101, 2.285, 2.817], [2.393, -1.402, 1.317], [4.419, -1.612, 0.352], [3.372, -0.770, 0.583], [1.833, 0.965, 2.914], [0.200, -1.374, 0.365], [3.152, -2.249, -3.354], [1.490, -0.570, -3.712], [2.485, -2.601, -2.150], [0.760, -0.970, -2.579], [-2.206, 2.444, 2.496], [2.613, -1.260, -4.158], [1.150, -0.810, 1.238], [1.271, -2.028, -1.802], [-3.073, 1.898, 1.555], [-2.703, 0.752, 0.805], [-0.935, 1.949, 2.645], [0.823, 0.334, 2.012], [-1.407, 0.227, 0.983], [-0.473, 0.870, 1.866], [5.528, -1.089, -0.404], [0.482, -2.519, -0.597], [-4.381, 2.637, 1.264], [-3.724, 0.047, -0.073], [-5.437, 1.669, 0.680], [-4.925, 0.920, -0.540], [2.809, 2.397, 3.486], [4.059, -2.783, -3.656], [1.145, 0.260, -4.348], [2.922, -3.369, -1.554], [-0.208, -0.513, -2.391], [-2.557, 3.328, 3.061], [-0.312, 2.451, 3.391], [6.353, -1.806, -0.590], [5.972, -0.222, 0.059], [5.211, -0.725, -1.374], [-0.470, -2.850, -1.000], [1.024, -3.350, -0.085], [-4.807, 3.063, 2.147], [-4.170, 3.412, 0.516], [-3.290, -0.383, -0.987], [-4.075, -0.824, 0.561], [-6.341, 2.202, 0.440], [-5.720, 0.915, 1.411], [-4.550, 1.641, -1.258], [-5.759, 0.317, -0.964]], "smiles": "COC(=O)Oc1c(Cc2ccc(Cl)cc2)nc2c3c(ccc2c1C(=O)O)CCCC3", "molar_mass_g_mol": 425.87, "e_homo_ev": -8.5, "spin_multiplicity": 1, "gap_ev": 8.1}

---

3.
{"formula": "C28H30BN8OPdS", "method": "the ωB97M-V functional and the def2-TZVPD basis", "elements": ["Pd", "C", "C", "C", "C", "N", "N", "B", "N", "C", "C", "C", "C", "N", "N", "C", "C", "C", "C", "N", "N", "C", "C", "C", "C", "N", "H", "H", "H", "H", "H", "H", "H", "H", "H", "H", "H", "H", "H", "H", "H", "H", "H", "H", "H", "H", "O", "S", "C", "C", "C", "C", "C", "C", "C", "C", "C", "C", "C", "C", "H", "H", "H", "H", "H", "H", "H", "H", "H", "H"], "xyz": [[8.220, 16.745, 8.656], [5.168, 16.763, 7.253], [5.590, 15.454, 7.853], [4.833, 14.230, 7.948], [5.738, 13.330, 8.572], [6.928, 13.919, 8.692], [6.791, 15.301, 8.359], [8.230, 13.492, 9.470], [9.321, 13.995, 8.524], [10.150, 13.200, 7.884], [10.911, 13.972, 6.971], [10.460, 15.292, 7.140], [10.886, 16.414, 6.276], [9.444, 15.297, 8.037], [8.452, 14.417, 10.681], [8.618, 14.196, 12.019], [8.955, 15.379, 12.670], [8.943, 16.388, 11.598], [9.260, 17.842, 11.732], [8.747, 15.804, 10.455], [8.252, 12.018, 9.721], [9.126, 11.321, 10.564], [9.469, 10.118, 9.986], [8.586, 9.995, 8.888], [8.401, 8.728, 8.135], [7.869, 11.142, 8.713], [6.018, 17.127, 6.620], [4.881, 17.453, 8.014], [4.332, 16.629, 6.529], [3.816, 14.033, 7.620], [5.595, 12.314, 8.921], [10.129, 12.164, 8.050], [11.853, 13.633, 6.467], [11.219, 17.196, 6.977], [10.030, 16.883, 5.739], [11.673, 16.056, 5.656], [8.374, 13.237, 12.384], [9.225, 15.527, 13.701], [9.847, 17.901, 12.663], [8.305, 18.360, 11.780], [9.804, 18.377, 10.926], [9.544, 11.864, 11.411], [10.285, 9.473, 10.250], [8.888, 8.749, 7.152], [7.343, 8.568, 7.886], [8.727, 7.914, 8.809], [9.472, 18.456, 8.573], [9.022, 19.226, 7.218], [7.451, 19.946, 7.494], [6.923, 20.360, 8.707], [5.585, 20.809, 8.759], [4.773, 20.651, 7.640], [5.375, 20.518, 6.392], [6.716, 20.043, 6.299], [9.957, 20.812, 7.437], [11.027, 20.932, 8.320], [11.897, 22.036, 8.083], [11.631, 23.034, 7.149], [10.449, 23.001, 6.438], [9.652, 21.877, 6.535], [7.566, 20.436, 9.567], [5.159, 21.175, 9.664], [3.676, 20.825, 7.686], [4.778, 20.777, 5.462], [7.159, 19.557, 5.364], [11.439, 20.181, 8.965], [12.907, 21.948, 8.552], [12.312, 23.881, 6.978], [10.180, 23.835, 5.787], [8.807, 21.914, 5.866]], "molar_mass_g_mol": 643.90, "e_homo_ev": [-19.1, -19.0], "total_charge": 4, "spin_multiplicity": 6, "gap_ev": [8.5, 4.3]}

---

4.
{"formula": "C5H12NO", "method": "the ωB97M-V functional and the def2-TZVPD basis", "elements": ["C", "C", "C", "C", "C", "N", "O", "H", "H", "H", "H", "H", "H", "H", "H", "H", "H", "H", "H"], "xyz": [[-0.391, 0.197, 0.272], [-1.542, -0.647, -0.708], [1.028, 0.510, 0.027], [-0.983, 1.633, 0.301], [3.202, -0.307, -0.224], [-2.517, -1.145, 0.354], [1.835, -0.496, 0.177], [-0.415, -0.303, 1.232], [-0.979, -1.536, -0.867], [1.387, 1.462, -0.169], [-2.025, 1.700, 0.332], [-0.552, 1.965, -0.602], [-0.681, 2.213, 1.147], [3.431, -1.246, -0.872], [3.875, -0.149, 0.724], [3.347, 0.611, -0.755], [-3.086, -1.889, -0.286], [-3.195, -0.427, 0.569], [-2.055, -1.678, 1.074]], "molar_mass_g_mol": 102.16, "e_homo_ev": [-10.4, -14.7], "total_charge": 1, "spin_multiplicity": 3, "gap_ev": [6.7, 8.4]}